One molecule with the formula C5H5FOS at a distorted geometry, computed with ωB97M-V/def2-TZVPD.

Last column: Löwdin charge in e.
Geometry (Å):
F -2.540639 -0.635611 -0.049354  0.03
C -1.202060 -0.458268 -0.194362  -0.28
C -0.936039 0.552048 -1.060748  0.01
C 0.559567 0.506505 -1.051059  -0.55
O 1.031323 1.059811 0.040996  -0.13
C 0.737154 0.318082 1.136309  -0.27
C 0.015284 -0.996782 0.621289  -0.36
S 1.262408 -1.291091 -0.757944  0.91
H -1.753022 1.124583 -1.718392  0.18
H 0.930029 1.133384 -1.811805  0.12
H 1.633975 -0.158647 1.635252  0.12
H 0.306952 0.763824 2.042887  0.13
H -0.044926 -1.917840 1.166928  0.10

Force components x, y, z for each atom (eV/Å):
F 0.334 -1.400 1.425
C -1.568 2.339 -1.245
C -0.913 -2.438 -0.035
C -0.170 -0.430 -3.241
O 1.523 3.391 3.625
C 0.569 -3.712 3.750
C -0.230 1.391 -2.237
S -1.721 0.655 -1.061
H 2.407 -1.339 1.679
H 1.053 -0.174 -1.599
H -0.136 0.830 -0.894
H -0.790 0.771 -0.949
H -0.358 0.118 0.783

Properties
**SMILES string**: FC1=C[C@H]2OC[C@@H]1S2
**ΔE to the lowest compared entry with this formula, charge and spin**: 3.445 eV
**Strongest force on any atom**: 5.31 eV/Å
**HOMO level**: -8.79 eV
**E_tot**: -20862.5022 eV
**Molecular weight**: 132.16 g/mol